[1]
Formula: C7H12NO2P
Source: the Open Molecules 2025 dataset
Level of theory: wB97M-V/def2-TZVPD

```
23
C7H12NO2P | the Open Molecules 2025 dataset | wB97M-V/def2-TZVPD
C 1.83 1.93 1.44
C 0.52 0.22 2.14
C -0.06 -0.82 -0.64
C -1.75 0.97 -1.16
C -2.18 -1.44 -1.72
C 2.60 -0.70 0.31
C -1.52 -0.48 -0.74
N 1.24 1.34 2.52
O 2.47 2.92 1.34
O -0.17 -0.48 2.82
P 1.01 0.20 0.33
H 0.41 -1.03 -1.61
H -2.81 1.18 -1.25
H -1.27 1.17 -2.12
H -1.32 1.64 -0.41
H -1.76 -1.31 -2.72
H -3.26 -1.26 -1.78
H -2.03 -2.47 -1.41
H 3.10 -0.60 1.27
H 3.24 -0.29 -0.46
H 2.40 -1.75 0.10
H -1.97 -0.62 0.26
H 1.27 1.68 3.48
```

Calculated values
Relative energy (zero: lowest compared OMol25 entry of this formula, charge and spin), eV: 1.690
E_LUMO (spin up / spin down), eV: -0.1 / -0.1
Max |F|, eV/Å: 2.26
HOMO-LUMO gap (spin up / spin down), eV: 7.55 / 7.55

[2]
Formula: C7H12NO3S2
Source: the Open Molecules 2025 dataset
Level of theory: wB97M-V/def2-TZVPD

```
25
C7H12NO3S2 | the Open Molecules 2025 dataset | wB97M-V/def2-TZVPD
C -0.07 0.08 1.69
C 1.65 1.04 -1.37
C -1.06 1.15 3.74
C 1.98 -0.92 0.14
C -1.32 0.74 2.31
C 0.11 -0.12 -3.84
C 1.18 0.28 -0.38
N 0.22 0.69 0.53
O 2.56 0.63 -2.33
O 0.36 -0.98 2.17
O 0.95 2.14 -1.61
S 0.47 1.43 -4.44
S -1.09 -0.44 -2.75
H -0.79 0.21 4.31
H -0.20 1.94 3.80
H -1.95 1.61 4.23
H 1.34 -1.75 0.64
H 2.74 -0.67 0.84
H 2.50 -1.16 -0.83
H -1.71 1.56 1.73
H -2.18 -0.05 2.34
H 0.76 -0.99 -4.17
H -0.22 1.61 0.29
H 2.31 1.00 -3.23
H 0.71 2.06 -2.61
```

Calculated values
Relative energy (zero: lowest compared OMol25 entry of this formula, charge and spin), eV: 0.000
Net charge: -1
E_LUMO, eV: 3.2
Max |F|, eV/Å: 4.28
HOMO-LUMO gap, eV: 7.01

[3]
Formula: C7H12NOS
Source: the Open Molecules 2025 dataset
Level of theory: wB97M-V/def2-TZVPD

```
22
C7H12NOS | the Open Molecules 2025 dataset | wB97M-V/def2-TZVPD
C -2.04 -2.38 0.33
C 0.51 0.07 1.09
C 1.06 1.82 -0.47
C 0.35 1.51 0.89
C -0.21 -0.22 -0.19
C -2.53 -1.50 1.31
C 1.91 -0.24 -1.74
N 0.71 0.51 -1.22
O -1.77 -3.14 -0.48
S -1.35 1.25 0.21
H 1.51 -0.21 1.11
H -0.10 -0.34 1.97
H 0.53 2.67 -1.04
H 2.14 1.97 -0.33
H 0.45 2.37 1.58
H -3.45 -1.84 1.54
H -2.33 -0.44 0.86
H -1.87 -1.47 2.28
H 1.70 -1.35 -1.58
H 1.95 -0.06 -2.94
H 2.89 0.16 -1.28
H -0.02 0.87 -1.91
```

Calculated values
Relative energy (zero: lowest compared OMol25 entry of this formula, charge and spin), eV: 5.286
Net charge: +1
E_LUMO, eV: -3.9
Max |F|, eV/Å: 5.08
HOMO-LUMO gap, eV: 7.67

[4]
Formula: C7H12NS2
Source: the Open Molecules 2025 dataset
Level of theory: wB97M-V/def2-TZVPD

```
22
C7H12NS2 | the Open Molecules 2025 dataset | wB97M-V/def2-TZVPD
C -0.25 -2.25 0.59
C -1.04 -1.11 0.41
C -1.42 1.22 -0.32
C -2.79 0.65 -0.58
C 1.47 -0.79 -0.83
C -0.52 0.27 0.44
C 0.40 0.99 1.50
N 2.86 -0.12 -0.76
S 1.42 -2.19 0.29
S -2.64 -1.19 -0.15
H -0.71 -3.35 0.59
H -0.93 1.55 -1.22
H -1.58 2.19 0.32
H -3.53 1.09 0.11
H -3.29 0.63 -1.56
H 1.28 -1.15 -1.85
H 0.82 1.84 1.02
H 1.22 0.40 1.87
H -0.23 1.31 2.39
H 3.03 0.37 -1.56
H 3.49 -0.90 -0.79
H 2.96 0.54 0.10
```

Calculated values
Relative energy (zero: lowest compared OMol25 entry of this formula, charge and spin), eV: 3.857
Net charge: +1
E_LUMO (spin up / spin down), eV: -5.0 / -4.6
Max |F|, eV/Å: 4.41
HOMO-LUMO gap (spin up / spin down), eV: 5.92 / 6.25

[5]
Formula: C7H12O
Source: the Open Molecules 2025 dataset
Level of theory: wB97M-V/def2-TZVPD

```
20
C7H12O | the Open Molecules 2025 dataset | wB97M-V/def2-TZVPD
C -0.05 -0.41 -0.97
C -0.53 0.47 -0.01
C 2.13 -0.05 -0.27
C 1.63 -0.02 1.00
C -0.30 -1.88 -0.91
C -1.79 0.09 0.72
C -0.36 1.96 -0.19
O 1.34 -0.09 -1.33
H 3.15 0.20 -0.53
H 2.30 0.33 1.77
H 0.99 -0.80 1.40
H 0.36 -2.40 -1.60
H -1.34 -2.07 -1.19
H -0.16 -2.33 0.09
H -1.24 2.38 -0.67
H -1.71 -0.90 1.18
H -2.04 0.83 1.48
H -2.63 0.05 0.02
H -0.26 2.45 0.78
H 0.52 2.19 -0.78
```

Calculated values
Relative energy (zero: lowest compared OMol25 entry of this formula, charge and spin), eV: 3.015
E_LUMO, eV: 0.8
Max |F|, eV/Å: 4.10
HOMO-LUMO gap, eV: 8.47

[6]
Formula: C7H12O
Source: the Open Molecules 2025 dataset
Level of theory: wB97M-V/def2-TZVPD

```
20
C7H12O | the Open Molecules 2025 dataset | wB97M-V/def2-TZVPD
C -1.21 1.97 -1.04
O -2.01 3.04 -0.95
C -1.72 0.87 0.10
C -0.60 0.49 0.93
C 0.46 -0.38 0.35
C 0.69 -1.61 0.76
C 2.01 -2.18 0.37
C 2.53 -2.93 -0.66
H -0.09 2.16 -1.04
H -1.55 1.64 -2.10
H -1.66 3.62 -0.17
H -2.37 0.05 -0.22
H -2.51 1.56 0.70
H -1.02 0.01 1.88
H -0.14 1.44 1.12
H 1.10 0.29 -0.24
H -0.12 -2.06 1.43
H 2.71 -1.69 1.02
H 1.81 -3.47 -1.38
H 3.70 -2.82 -0.89
```

Calculated values
Relative energy (zero: lowest compared OMol25 entry of this formula, charge and spin), eV: 3.715
E_LUMO, eV: 0.8
Max |F|, eV/Å: 5.93
HOMO-LUMO gap, eV: 10.19

[7]
Formula: C7H12O
Source: the Open Molecules 2025 dataset
Level of theory: wB97M-V/def2-TZVPD

```
20
C7H12O | the Open Molecules 2025 dataset | wB97M-V/def2-TZVPD
C 2.27 -0.31 -0.08
C 1.61 -1.23 -0.83
C 1.70 1.03 0.33
C 0.20 0.98 0.60
C -0.30 0.04 1.40
C -1.75 -0.18 1.49
C -2.41 -0.63 0.44
H 3.24 -0.64 0.22
H 1.94 -2.19 -1.11
H 0.62 -0.97 -1.18
H 2.22 1.41 1.26
H 1.86 1.69 -0.54
H -0.52 1.56 0.05
H 0.32 -0.57 2.06
H -2.22 -0.15 2.50
H -2.01 -0.83 -0.55
H -3.42 -0.96 0.44
H -0.39 0.43 -1.90
H -1.67 1.21 -2.37
O -1.29 0.31 -2.23
```

Calculated values
Relative energy (zero: lowest compared OMol25 entry of this formula, charge and spin), eV: 2.413
E_LUMO, eV: 0.8
Max |F|, eV/Å: 2.58
HOMO-LUMO gap, eV: 9.64

[8]
Formula: C7H12O
Source: the Open Molecules 2025 dataset
Level of theory: wB97M-V/def2-TZVPD

```
20
C7H12O | the Open Molecules 2025 dataset | wB97M-V/def2-TZVPD
C -2.07 -0.60 -1.63
C -0.81 -1.43 -1.23
C 0.20 -0.67 -0.39
C -0.13 -0.48 0.88
C 0.70 0.17 1.93
C 0.99 1.48 1.93
O 1.28 2.10 3.10
C 1.25 0.15 -1.09
H -2.21 0.20 -0.90
H -2.95 -1.23 -1.61
H -1.89 -0.12 -2.59
H -0.48 -1.94 -2.13
H -1.13 -2.23 -0.56
H -0.98 -1.01 1.30
H 0.76 -0.34 2.89
H 0.99 2.03 0.99
H 1.94 2.80 2.98
H 2.19 0.23 -0.53
H 0.82 1.13 -1.27
H 1.53 -0.25 -2.06
```

Calculated values
Relative energy (zero: lowest compared OMol25 entry of this formula, charge and spin), eV: 1.431
E_LUMO, eV: 0.8
Max |F|, eV/Å: 1.93
HOMO-LUMO gap, eV: 8.97

[9]
Formula: C7H12O
Source: the Open Molecules 2025 dataset
Level of theory: wB97M-V/def2-TZVPD

```
20
C7H12O | the Open Molecules 2025 dataset | wB97M-V/def2-TZVPD
C -3.23 1.57 -0.10
C -3.99 0.63 -0.21
C -2.31 2.70 0.02
C -4.90 -0.51 -0.33
H -1.30 2.42 -0.31
H -2.26 3.04 1.07
H -2.66 3.55 -0.60
H -4.38 -1.38 -0.77
H -5.29 -0.80 0.66
H -5.75 -0.25 -0.99
O -0.74 0.73 -0.96
C -1.49 -0.22 -1.09
C -1.69 -1.24 0.01
C -2.27 -0.45 -2.36
H -1.08 -0.98 0.89
H -1.41 -2.24 -0.34
H -2.75 -1.26 0.32
H -1.99 -1.42 -2.81
H -3.35 -0.46 -2.16
H -2.05 0.34 -3.10
```

Calculated values
Relative energy (zero: lowest compared OMol25 entry of this formula, charge and spin), eV: 1.903
E_LUMO, eV: 0.9
Max |F|, eV/Å: 1.87
HOMO-LUMO gap, eV: 10.32

[10]
Formula: C7H12O
Source: the Open Molecules 2025 dataset
Level of theory: wB97M-V/def2-TZVPD

```
20
C7H12O | the Open Molecules 2025 dataset | wB97M-V/def2-TZVPD
C 1.31 -2.51 -0.96
C 0.30 -1.52 -0.71
C -0.95 -1.50 -1.19
C 1.58 0.53 -0.41
C 0.80 -0.41 0.22
C 0.41 -0.39 1.67
C 0.93 0.50 2.53
H 1.75 -2.29 -1.98
H 0.92 -3.51 -1.08
H 2.21 -2.49 -0.29
H -1.77 -0.89 -0.82
H -1.44 -2.41 -1.54
H 2.04 1.27 0.24
H 1.93 0.41 -1.45
H -0.39 -1.05 1.89
H 0.59 0.50 3.52
H 1.81 1.13 2.24
H -3.48 5.32 -1.13
H -4.69 4.40 -0.49
O -3.87 4.91 -0.25
```

Calculated values
Relative energy (zero: lowest compared OMol25 entry of this formula, charge and spin), eV: 2.736
E_LUMO, eV: 0.7
Max |F|, eV/Å: 3.48
HOMO-LUMO gap, eV: 9.43

[11]
Formula: C7H12O
Source: the Open Molecules 2025 dataset
Level of theory: wB97M-V/def2-TZVPD

```
20
C7H12O | the Open Molecules 2025 dataset | wB97M-V/def2-TZVPD
O -3.03 0.03 1.05
C -2.46 -1.01 0.15
C -1.65 -0.57 -1.01
C -0.64 0.52 -0.82
C 0.87 0.19 -1.05
C 2.05 0.90 -0.49
C 2.64 0.51 0.70
C 2.31 -0.51 1.59
H -1.81 -1.54 0.88
H -3.34 -1.51 -0.24
H -2.30 -0.41 -1.91
H -1.02 1.43 -1.28
H -0.67 0.74 0.27
H 0.91 0.01 -2.12
H 1.04 -0.85 -0.74
H 2.20 1.94 -0.81
H -3.08 0.88 0.60
H 3.39 1.18 1.27
H 2.99 -0.56 2.45
H 1.61 -1.37 1.49
```

Calculated values
Relative energy (zero: lowest compared OMol25 entry of this formula, charge and spin), eV: 6.569
E_LUMO, eV: -2.4
Max |F|, eV/Å: 3.75
HOMO-LUMO gap, eV: 4.03

[12]
Formula: C7H12O
Source: the Open Molecules 2025 dataset
Level of theory: wB97M-V/def2-TZVPD

```
20
C7H12O | the Open Molecules 2025 dataset | wB97M-V/def2-TZVPD
C 0.62 1.89 1.58
C -0.06 0.63 1.17
C 0.93 -0.56 0.74
C 0.41 -0.90 -0.55
C -0.75 -1.94 -0.45
C 0.07 -0.50 -2.01
C -0.09 0.48 -0.92
H 0.83 2.37 0.60
H 1.50 1.76 2.30
H 0.06 2.50 2.16
H -0.66 0.31 1.99
H 0.74 -1.43 1.33
H 1.71 0.07 0.69
H -1.81 -1.57 -0.71
H -0.53 -2.98 -1.03
H -1.14 -2.46 0.56
H -0.67 -1.44 -2.23
H 0.59 -0.41 -2.99
H 1.00 1.04 -0.81
O -1.05 0.95 0.10
```

Calculated values
Relative energy (zero: lowest compared OMol25 entry of this formula, charge and spin), eV: 7.359
E_LUMO, eV: 1.0
Max |F|, eV/Å: 5.28
HOMO-LUMO gap, eV: 9.57

[13]
Formula: C7H12O2
Source: the Open Molecules 2025 dataset
Level of theory: wB97M-V/def2-TZVPD

```
21
C7H12O2 | the Open Molecules 2025 dataset | wB97M-V/def2-TZVPD
C 1.22 1.84 0.56
C 1.31 0.42 0.06
C 2.70 -0.14 0.03
C 0.26 -0.31 -0.29
C -1.16 0.09 -0.27
C -1.61 1.24 -0.79
C -2.13 -0.99 0.28
H 0.19 2.09 0.84
H 1.85 1.97 1.44
H 1.59 2.57 -0.17
H 3.25 0.09 0.97
H 3.30 0.31 -0.76
H 2.31 -2.00 0.47
H 0.45 -1.33 -0.61
H -0.95 2.00 -1.23
H -2.67 1.44 -0.80
H -1.78 -1.28 1.30
H -2.08 -1.87 -0.38
H -3.56 0.13 0.95
O 2.79 -1.54 -0.22
O -3.47 -0.58 0.29
```

Calculated values
Relative energy (zero: lowest compared OMol25 entry of this formula, charge and spin), eV: 1.354
E_LUMO, eV: 0.7
Max |F|, eV/Å: 1.15
HOMO-LUMO gap, eV: 9.63

[14]
Formula: C7H12O3
Source: the Open Molecules 2025 dataset
Level of theory: wB97M-V/def2-TZVPD

```
22
C7H12O3 | the Open Molecules 2025 dataset | wB97M-V/def2-TZVPD
C -0.32 -0.79 0.31
C -0.27 0.22 -0.61
C 0.88 0.52 -1.50
C 1.60 1.24 1.60
C -1.17 -1.70 -1.96
C 0.16 1.08 1.27
C -0.88 1.66 1.84
O -2.13 -2.53 -1.38
O 0.73 -1.57 0.54
O -0.91 -1.84 -3.13
H -2.47 -3.13 -2.08
H 0.49 -2.29 1.13
H -1.26 -1.04 0.79
H -1.21 0.74 -0.78
H 0.63 0.15 -2.50
H 1.06 1.59 -1.57
H 1.79 0.02 -1.17
H 2.14 1.73 0.78
H 1.74 1.85 2.50
H 2.08 0.27 1.75
H -0.77 2.37 2.66
H -1.90 1.46 1.52
```

Calculated values
Relative energy (zero: lowest compared OMol25 entry of this formula, charge and spin), eV: 5.336
E_LUMO, eV: 0.3
Max |F|, eV/Å: 0.83
HOMO-LUMO gap, eV: 6.70

[15]
Formula: C7H12O3
Source: the Open Molecules 2025 dataset
Level of theory: wB97M-V/def2-TZVPD

```
22
C7H12O3 | the Open Molecules 2025 dataset | wB97M-V/def2-TZVPD
C -1.24 1.68 -0.69
C -0.03 0.80 -0.42
C 0.75 1.32 0.84
C -0.55 -0.49 1.54
C -0.47 -0.61 0.04
C 0.73 -1.46 -0.36
C 0.55 -2.62 -1.35
H -1.83 1.91 0.25
H -1.85 1.32 -1.59
H -0.81 2.63 -1.01
H 0.52 0.87 -1.37
H 1.79 0.76 0.90
H 0.87 3.01 1.77
H -1.54 -0.43 1.94
H 0.16 -1.24 2.00
H -1.43 -0.98 -0.40
H 1.34 -2.45 -2.09
H -0.33 -2.68 -1.96
H 0.67 -3.57 -0.82
O 0.93 2.70 0.84
O -0.08 0.82 1.87
O 1.85 -1.31 0.09
```

Calculated values
Relative energy (zero: lowest compared OMol25 entry of this formula, charge and spin), eV: 1.135
E_LUMO, eV: 0.8
Max |F|, eV/Å: 2.88
HOMO-LUMO gap, eV: 10.21

[16]
Formula: C7H12O3
Source: the Open Molecules 2025 dataset
Level of theory: wB97M-V/def2-TZVPD

```
22
C7H12O3 | the Open Molecules 2025 dataset | wB97M-V/def2-TZVPD
C -4.34 3.90 3.96
C -3.78 3.36 2.72
C -2.47 3.68 2.13
C -2.28 2.58 1.10
C -3.63 1.97 0.89
O -4.43 2.50 2.07
C -1.11 2.09 0.68
C -0.95 0.95 -0.29
O -0.01 0.02 0.16
H -5.39 3.60 4.10
H -4.23 5.00 3.96
H -3.72 3.53 4.79
H -1.69 3.76 2.89
H -2.56 4.69 1.68
H -3.68 0.88 0.95
H -4.17 2.33 0.00
H -0.19 2.64 0.93
H -0.61 1.36 -1.26
H -1.93 0.47 -0.47
H -0.34 -0.39 1.07
O -0.85 -0.59 2.42
H -0.50 0.01 3.09
```

Calculated values
Relative energy (zero: lowest compared OMol25 entry of this formula, charge and spin), eV: 4.584
E_LUMO, eV: -1.7
Max |F|, eV/Å: 1.03
HOMO-LUMO gap, eV: 4.87

[17]
Formula: C7H12O3Sm
Source: the Open Molecules 2025 dataset
Level of theory: wB97M-V/def2-TZVPD

```
23
C7H12O3Sm | the Open Molecules 2025 dataset | wB97M-V/def2-TZVPD
O -1.39 2.40 -0.81
C -1.66 1.57 0.17
O -0.77 0.92 0.74
Sm 0.49 -0.21 2.38
O -2.91 1.53 0.41
C -3.41 0.84 1.60
C -4.91 1.02 1.63
H -2.93 1.30 2.47
H -3.12 -0.22 1.52
H -5.17 2.08 1.69
H -5.30 0.50 2.51
H -5.37 0.58 0.73
C -0.18 2.26 -1.51
H -0.29 2.79 -2.49
H 0.67 2.76 -1.02
C 0.21 0.94 -1.87
H 1.94 0.87 -1.49
C 0.84 -0.71 -2.10
C 2.23 -0.49 -1.67
H 0.13 -1.07 -1.31
H 0.65 -1.00 -3.15
H 2.40 -0.85 -0.65
H 2.97 -0.84 -2.40
```

Calculated values
Net charge: +4
E_LUMO (spin up / spin down), eV: -20.3 / -20.3
Spin multiplicity: 7
Max |F|, eV/Å: 3.52
HOMO-LUMO gap (spin up / spin down), eV: 3.88 / 3.88

[18]
Formula: C7H12O3Tl
Source: the Open Molecules 2025 dataset
Level of theory: wB97M-V/def2-TZVPD

```
23
C7H12O3Tl | the Open Molecules 2025 dataset | wB97M-V/def2-TZVPD
C 1.18 -0.90 -1.89
C 1.41 -1.85 -0.96
H 1.29 0.16 -1.66
H 1.07 -1.17 -2.95
H 1.73 -1.57 0.04
H 1.57 -2.89 -1.24
H -0.48 -1.48 -1.25
O -3.08 4.15 2.57
C -2.46 3.04 2.46
O -1.63 2.70 3.36
O -2.73 2.28 1.44
C -2.03 1.03 1.32
C -2.56 0.35 0.07
C -2.15 -1.05 -0.09
C -1.81 -1.65 -1.30
Tl -2.06 4.38 4.22
H -2.22 0.42 2.21
H -0.96 1.22 1.24
H -2.39 0.93 -0.84
H -3.66 0.22 0.16
H -2.10 -1.66 0.81
H -1.93 -2.73 -1.36
H -2.14 -1.14 -2.22
```

Calculated values
Relative energy (zero: lowest compared OMol25 entry of this formula, charge and spin), eV: 0.611
Net charge: +3
E_LUMO (spin up / spin down), eV: -13.2 / -16.4
Max |F|, eV/Å: 11.63
HOMO-LUMO gap (spin up / spin down), eV: 8.46 / 3.66

[19]
Formula: C7H12S
Source: the Open Molecules 2025 dataset
Level of theory: wB97M-V/def2-TZVPD

```
20
C7H12S | the Open Molecules 2025 dataset | wB97M-V/def2-TZVPD
C -0.21 -1.74 -0.94
C -1.02 -1.53 0.09
C 0.99 -0.90 -1.24
C -0.71 -0.47 1.04
C 1.06 0.36 -0.27
C -1.81 0.55 1.19
C 0.83 1.76 -0.72
S 2.43 0.06 0.88
H -0.48 -2.42 -1.64
H -1.96 -2.07 0.21
H 1.81 -1.55 -1.14
H 1.03 -0.65 -2.33
H -0.18 -0.65 2.01
H -1.37 1.49 0.95
H -1.97 0.51 2.28
H -2.59 0.26 0.56
H 0.77 2.59 -0.03
H -0.04 1.70 -1.39
H 1.66 2.18 -1.44
H 1.75 0.55 1.95
```

Calculated values
Relative energy (zero: lowest compared OMol25 entry of this formula, charge and spin), eV: 4.113
E_LUMO (spin up / spin down), eV: 0.8 / 0.8
Max |F|, eV/Å: 3.67
HOMO-LUMO gap (spin up / spin down), eV: 8.38 / 8.38

[20]
Formula: C7H12S
Source: the Open Molecules 2025 dataset
Level of theory: wB97M-V/def2-TZVPD

```
20
C7H12S | the Open Molecules 2025 dataset | wB97M-V/def2-TZVPD
C 0.39 2.15 1.45
C 0.32 0.82 0.61
C -1.00 0.25 0.08
C -1.28 -0.35 -1.27
C -0.08 -1.43 -1.30
C 0.49 -1.55 0.11
C -0.13 -0.52 1.04
H 1.20 2.19 2.15
H 0.44 2.86 0.54
H -0.69 2.43 1.99
H 2.74 0.46 0.15
H -1.96 0.82 0.22
H -2.22 -0.74 -1.14
H -1.50 0.19 -2.23
H 0.52 -1.33 -2.18
H -0.81 -2.21 -1.90
H 1.75 -1.29 0.01
H 0.29 -2.83 0.33
H -0.20 -0.79 2.04
S 1.72 0.88 -0.71
```

Calculated values
Relative energy (zero: lowest compared OMol25 entry of this formula, charge and spin), eV: 5.285
E_LUMO, eV: 0.8
Max |F|, eV/Å: 5.84
HOMO-LUMO gap, eV: 9.53

no.,electronic energy (eV)
1,-22325.306
2,-36757.307
3,-21814.215
4,-30602.925
5,-9497.804
6,-9497.103
7,-9498.405
8,-9499.387
9,-9498.916
10,-9498.083
11,-9494.250
12,-9493.459
13,-11547.050
14,-13590.739
15,-13594.939
16,-13591.490
17,-31441.967
18,-18250.254
19,-18285.119
20,-18283.948